Molecular formula: C3H2Cl2O
Method: DFT, ωB97M-V/def2-TZVPD

Geometry as XYZ:
```
8
Properties=species:S:1:pos:R:3:forces:R:3
C -0.09337 0.01880 -0.65212 0.72 -0.34 2.90
C -0.53903 -1.21377 0.08223 -1.22 -0.24 1.04
C 0.62380 0.90646 0.10556 -0.82 1.13 -2.10
O -0.33787 -1.42624 1.26501 0.40 0.07 -0.86
Cl 1.10822 2.48206 -0.53921 -0.35 -0.60 -0.70
Cl 1.05031 0.96683 1.72440 0.10 -0.98 0.74
H -0.54103 0.19772 -1.60961 0.50 0.37 -0.39
H -1.27104 -1.93185 -0.37626 0.66 0.59 -0.64
```
Positions in Å, forces in eV/Å.

Its multiplicity is 1. Its energy relative to the best compared isomer or geometry (same formula, charge and spin) is 27.6 kcal/mol. Its LUMO energy is -0.01640 Ha. The value obtained for the frontier orbital gap is 0.3486 Eh. As for the HOMO energy: -9.9324 eV.

***

Molecular formula: C3H2Cl2O2
Method: DFT, ωB97M-V/def2-TZVPD

Geometry as XYZ:
```
9
Properties=species:S:1:pos:R:3:forces:R:3
C 0.05259 0.65955 -1.64415 -0.16 -0.02 0.17
C -0.83235 0.44827 -0.68602 0.18 0.07 -0.17
Cl -1.82709 -0.95278 -0.61436 -0.05 -0.13 -0.02
Cl -1.08605 1.54687 0.61627 0.01 0.10 0.03
H 0.18989 -0.04535 -2.44244 -0.06 -0.22 -0.10
H 0.65743 1.54654 -1.64643 0.08 0.23 0.08
O 1.46423 -1.67788 1.32013 0.77 -0.91 -1.25
C 0.94772 -1.06754 2.13889 -0.01 0.00 -0.02
O 0.43364 -0.45768 2.95810 -0.76 0.90 1.29
```
Positions in Å, forces in eV/Å.

Its multiplicity is 1. Its energy relative to the best compared isomer or geometry (same formula, charge and spin) is 0.3 kcal/mol. Its LUMO energy is 0.02043 Ha. The value obtained for the frontier orbital gap is 0.3837 Eh. As for the HOMO energy: -9.8854 eV.

***

Molecular formula: C3H2Cl2O2
Method: DFT, ωB97M-V/def2-TZVPD

Geometry as XYZ:
```
9
Properties=species:S:1:pos:R:3:forces:R:3
O -0.90518 0.00077 -1.56137 0.63 -1.90 -0.01
C -0.86193 -0.93331 -0.82127 -1.36 2.23 -0.80
Cl 0.33500 -2.10250 -0.56144 0.88 -0.61 -0.55
Cl -2.14929 -1.14115 0.30843 -0.85 -0.43 0.47
C 0.27846 0.82112 0.81383 -1.50 -1.34 2.79
C 1.32999 0.83424 0.11385 2.77 2.53 -2.63
O 2.22789 1.04397 -0.60540 -0.42 -0.96 0.66
H 0.20007 -0.11688 1.35717 -0.33 0.31 0.32
H -0.45500 1.59374 0.95620 0.18 0.17 -0.26
```
Positions in Å, forces in eV/Å.

Its multiplicity is 1. Its energy relative to the best compared isomer or geometry (same formula, charge and spin) is 43.2 kcal/mol. Its LUMO energy is 0.00679 Ha. The value obtained for the frontier orbital gap is 0.3553 Eh. As for the HOMO energy: -9.4844 eV.

***

Molecular formula: C3H2Cl2O2
Method: DFT, ωB97M-V/def2-TZVPD

Geometry as XYZ:
```
9
Properties=species:S:1:pos:R:3:forces:R:3
O -1.32086 -1.26688 0.79711 -0.22 -0.46 1.23
C -0.95345 -0.83251 -0.23519 1.04 1.04 -0.68
O -1.62671 -1.07876 -1.35935 -0.31 -0.39 0.30
C 0.25599 0.12751 -0.35792 -0.55 -0.37 0.30
Cl 0.88071 0.47669 -1.92993 -0.12 -0.01 -0.51
C 0.82188 0.79289 0.64832 -0.89 -0.61 -0.17
Cl 0.44216 0.54585 2.27041 -0.09 0.05 0.72
H -1.15847 -0.73542 -2.10798 0.46 0.45 -0.93
H 1.50373 1.59010 0.48653 0.68 0.31 -0.27
```
Positions in Å, forces in eV/Å.

Its multiplicity is 1. Its energy relative to the best compared isomer or geometry (same formula, charge and spin) is 14.5 kcal/mol. Its LUMO energy is 0.00345 Ha. The value obtained for the frontier orbital gap is 0.3696 Eh. As for the HOMO energy: -9.9643 eV.

***

Molecular formula: C3H2Cl2OS2
Method: DFT, ωB97M-V/def2-TZVPD

Geometry as XYZ:
```
10
Properties=species:S:1:pos:R:3:forces:R:3
C -0.65896 1.51995 -0.49338 -1.75 0.90 -1.06
C 0.11688 0.29826 -0.09304 -1.08 -2.92 1.25
C 1.61393 0.60776 0.08152 0.13 -0.28 0.37
O -0.73155 2.04486 -1.58707 0.46 -0.78 1.59
S -1.73524 2.08215 0.86601 0.69 -0.08 -0.75
S 1.99292 1.50412 1.56022 -0.16 0.68 0.53
Cl 2.47653 -0.88959 0.59718 -0.05 -0.47 -0.37
Cl 2.43337 1.34624 -1.30824 -0.45 -0.35 -0.19
H -0.32875 -0.01012 0.99516 1.38 0.64 -2.45
H -0.13339 -0.68294 -0.75536 0.82 2.64 1.08
```
Positions in Å, forces in eV/Å.

Its multiplicity is 1. Its energy relative to the best compared isomer or geometry (same formula, charge and spin) is 61.9 kcal/mol. Its LUMO energy (alpha / beta) is -0.10306 / -0.09256 Ha. The value obtained for the frontier orbital gap (alpha / beta) is 0.2611 / 0.2623 Eh. As for the HOMO energy (alpha / beta): -9.9081 / -9.6565 eV.

***

Molecular formula: C3H2Cl3N
Method: DFT, ωB97M-V/def2-TZVPD

Geometry as XYZ:
```
9
Properties=species:S:1:pos:R:3:forces:R:3
N 0.38513 -2.78322 -0.31870 -0.34 -0.04 0.01
C -0.00994 -1.74322 -0.03378 0.91 -0.49 0.02
C -0.28587 -0.38079 0.32238 -2.91 0.68 1.32
C -1.99476 -0.09965 0.01693 3.32 1.03 0.47
Cl -2.24793 1.67506 -0.16809 0.33 -0.33 -0.16
Cl -2.65622 -0.57221 1.49418 -1.55 -0.87 1.72
Cl -2.69176 -0.92319 -1.33812 0.29 -0.26 -0.24
H 0.22570 0.28906 -0.32125 0.67 0.60 -0.47
H -0.05695 -0.17644 1.47108 -0.70 -0.33 -2.65
```
Positions in Å, forces in eV/Å.

Its multiplicity is 1. Its energy relative to the best compared isomer or geometry (same formula, charge and spin) is 11.0 kcal/mol. Its LUMO energy is 0.01559 Ha. The value obtained for the frontier orbital gap is 0.4293 Eh. As for the HOMO energy: -11.2584 eV.